1.
A single C17H27NO2S molecule, computed with ωB97M-V/def2-TZVPD.

## Properties
ΔE to the lowest compared entry with this formula, charge and spin ... 22.0 kJ/mol
LUMO level ... 0.7 eV
Orbital gap ... 8.978 eV
E_HOMO ... -0.3049 Ha
E ... -34486.902 eV
Molar mass ... 309.47 g/mol

Last column: natural (NBO) charge in e.
Element x y z (Å)
1 C -0.287 -0.791 -2.513  -0.627
2 C -1.215 0.037 -1.606  -0.034
3 N -0.502 0.848 -0.642  -0.662
4 C 0.251 1.963 -1.152  -0.226
5 C 0.855 2.768 0.007  0.078
6 O 1.290 4.036 -0.425  -0.703
7 C 2.012 2.018 0.687  -0.091
8 O 1.502 0.954 1.457  -0.541
9 C 2.500 0.123 2.012  -0.094
10 C 3.212 -0.690 0.978  -0.238
11 C 4.514 -0.627 0.589  -0.245
12 C 4.822 -1.519 -0.464  -0.260
13 C 3.744 -2.236 -0.868  -0.402
14 S 2.334 -1.848 0.033  0.435
15 C -2.226 -0.904 -0.926  -0.205
16 C -1.672 -1.794 0.211  -0.408
17 C -2.683 -1.588 1.344  -0.221
18 C -2.473 -0.186 1.927  -0.410
19 C -3.034 0.736 0.828  -0.430
20 C -3.454 -0.247 -0.267  -0.204
21 C -3.989 -1.411 0.569  -0.407
22 H 0.257 -1.522 -1.919  0.203
23 H -0.862 -1.316 -3.271  0.207
24 H 0.431 -0.149 -3.019  0.205
25 H -1.786 0.733 -2.237  0.187
26 H 0.086 0.279 -0.046  0.381
27 H -0.435 2.617 -1.705  0.201
28 H 1.074 1.681 -1.842  0.149
29 H 0.080 2.955 0.755  0.190
30 H 1.913 3.917 -1.153  0.461
31 H 2.558 2.723 1.333  0.180
32 H 2.713 1.642 -0.076  0.167
33 H 3.235 0.722 2.571  0.184
34 H 1.966 -0.528 2.711  0.208
35 H 5.235 0.030 1.043  0.223
36 H 5.801 -1.613 -0.900  0.226
37 H 3.685 -2.974 -1.643  0.237
38 H -2.606 -1.550 -1.725  0.204
39 H -0.669 -1.508 0.523  0.194
40 H -1.639 -2.841 -0.095  0.209
41 H -2.668 -2.382 2.090  0.210
42 H -1.421 0.015 2.123  0.207
43 H -3.022 -0.072 2.862  0.204
44 H -2.289 1.440 0.471  0.244
45 H -3.905 1.289 1.183  0.198
46 H -4.144 0.181 -0.994  0.210
47 H -4.258 -2.284 -0.024  0.201
48 H -4.827 -1.130 1.204  0.206

2.
A molecular structure, C17H28AlBCl6F3MgO11S in a non-equilibrium geometry, computed with ωB97M-V/def2-TZVPD.

## Properties
LUMO level ... -7.5 eV
Orbital gap ... 2.336 eV
E_HOMO ... -0.3630 Ha
E ... -147428.844 eV
Total charge ... +1
Molar mass ... 772.28 g/mol

Last column: natural (NBO) charge in e.
Element x y z (Å)
1 C 4.107 0.535 -0.880  -0.606
2 C 4.516 1.786 -1.711  -0.528
3 C 3.379 2.734 -2.072  0.782
4 O 3.475 3.418 -3.049  -0.509
5 O 2.236 2.870 -1.275  -0.516
6 C 1.067 2.380 -1.885  -0.088
7 C 1.233 0.913 -2.347  -0.552
8 S -0.371 0.185 -2.854  0.912
9 C 0.040 -1.499 -3.406  -0.661
10 C -1.230 -2.246 -3.840  0.453
11 O -1.817 -2.886 -3.006  -0.537
12 C -1.418 -0.125 -1.413  -0.726
13 C -0.608 -0.625 -0.113  0.851
14 O -0.383 -1.820 -0.039  -0.622
15 F -0.189 0.183 0.764  -0.204
16 H 3.693 -0.196 -1.583  0.180
17 H 3.265 0.835 -0.239  0.201
18 H 4.910 0.118 -0.284  0.252
19 H 5.323 2.305 -1.185  0.269
20 H 4.924 1.423 -2.658  0.243
21 H 0.672 3.040 -2.666  0.223
22 H 0.300 2.379 -1.098  0.218
23 H 1.933 0.767 -3.176  0.278
24 H 1.544 0.331 -1.471  0.252
25 H 0.469 -2.018 -2.539  0.272
26 H 0.816 -1.413 -4.173  0.291
27 H -1.566 -2.215 -4.890  0.194
28 H -1.986 0.796 -1.093  0.426
29 H -2.095 -0.958 -1.714  0.120
30 C 6.424 -2.867 -0.761  -0.284
31 Cl 6.318 -1.568 -1.961  -0.005
32 Cl 7.984 -2.838 0.048  0.048
33 Cl 5.111 -2.740 0.416  0.004
34 H 6.325 -3.814 -1.276  0.240
35 O -3.799 0.677 -1.173  -1.058
36 H -4.056 -0.132 -0.715  0.390
37 C -1.215 2.808 1.190  -0.606
38 C -2.117 3.734 0.331  0.092
39 C -3.628 3.499 0.772  -0.499
40 O -2.007 3.383 -0.916  -0.294
41 H -1.465 1.765 1.067  0.208
42 H -0.163 2.947 0.928  0.210
43 H -1.325 3.043 2.251  0.276
44 H -1.877 4.773 0.616  0.205
45 H -3.942 2.467 0.632  0.272
46 H -4.297 4.144 0.206  0.233
47 H -3.735 3.743 1.830  0.255
48 Mg -2.571 -2.018 -0.636  1.574
49 B -1.869 2.216 5.951  1.261
50 O -2.619 0.940 6.259  -0.570
51 C -3.174 0.546 5.188  0.780
52 O -3.863 -0.484 5.103  -0.853
53 C -2.866 1.504 4.053  0.707
54 O -3.234 1.399 2.915  -0.604
55 O -2.119 2.471 4.510  -0.633
56 F -0.522 2.062 6.203  -0.501
57 F -2.377 3.239 6.720  -0.522
58 Cl -0.352 0.123 4.475  -0.549
59 C 5.499 -6.688 1.214  -0.394
60 Cl 5.095 -6.021 -0.377  -0.053
61 Cl 7.115 -7.392 1.228  0.000
62 H 5.458 -5.889 1.947  0.226
63 H 4.778 -7.459 1.460  0.227
64 Al -4.400 -2.052 6.334  0.930
65 C -6.531 -2.099 -2.021  -0.246
66 O -5.358 -1.849 -1.402  -0.794
67 H -7.427 -1.696 -1.513  0.164
68 H -6.633 -1.707 -3.050  0.138
69 H -6.806 -3.167 -2.151  0.159

3.
A molecular structure, C17H28AsBF2LuN2O6S in a non-equilibrium geometry, computed with ωB97M-V/def2-TZVPD.

## Properties
ΔE to the lowest compared entry with this formula, charge and spin ... 0.0 kJ/mol
LUMO level ... -2.8 eV
Orbital gap ... 8.558 eV
E_HOMO ... -0.4183 Ha
E ... -144754.831 eV
Total charge ... +1
Molar mass ... 687.18 g/mol

Last column: natural (NBO) charge in e.
Element x y z (Å)
1 Lu 0.297 2.543 -0.262  1.806
2 O -1.269 2.895 3.366  -0.633
3 C -1.761 2.972 2.150  0.860
4 O -1.429 2.217 1.253  -0.700
5 C -2.816 4.083 1.997  -0.180
6 O -3.365 3.994 0.681  -0.509
7 C -2.854 4.909 -0.351  -0.158
8 C -1.491 4.383 -0.671  0.752
9 O -1.263 3.502 -1.567  -0.762
10 O -0.625 4.715 0.175  -0.739
11 H -0.435 2.386 3.361  0.529
12 H -2.249 5.002 2.178  0.235
13 H -3.627 3.949 2.750  0.243
14 H -2.828 5.943 -0.020  0.208
15 H -3.577 4.770 -1.195  0.224
16 C 5.059 3.113 -1.580  -0.966
17 As 3.655 1.883 -2.169  1.445
18 C 4.269 1.103 -3.825  -0.969
19 C 3.792 0.429 -0.839  -0.941
20 S 1.801 2.799 -2.461  -0.635
21 H 5.978 2.585 -1.153  0.262
22 H 4.623 3.710 -0.772  0.266
23 H 5.367 3.834 -2.341  0.261
24 H 5.256 0.694 -3.719  0.252
25 H 4.206 1.881 -4.661  0.269
26 H 3.648 0.299 -4.169  0.255
27 H 4.801 0.047 -0.950  0.250
28 H 3.026 -0.361 -1.025  0.249
29 H 3.635 0.813 0.170  0.263
30 F 3.237 2.806 1.659  -0.532
31 B 1.940 2.380 1.684  0.503
32 F 1.519 1.886 2.865  -0.536
33 C -2.025 -5.568 -0.492  -0.627
34 C -0.781 -4.810 -0.061  -0.209
35 N -0.985 -4.002 1.168  -0.428
36 C -0.967 -4.758 2.488  -0.204
37 C -2.364 -4.719 3.043  -0.622
38 C -1.095 -2.632 1.207  0.661
39 O -1.166 -2.024 2.261  -0.623
40 C -1.075 -1.775 -0.054  -0.156
41 C -1.667 -2.019 -1.276  -0.103
42 C -1.512 -1.032 -2.292  -0.238
43 C -0.859 0.126 -2.012  0.053
44 N -0.372 0.384 -0.790  -0.596
45 C -0.529 -0.507 0.167  0.126
46 H -1.849 -6.219 -1.333  0.227
47 H -2.903 -4.950 -0.775  0.207
48 H -2.253 -6.215 0.345  0.220
49 H -0.366 -4.154 -0.814  0.197
50 H -0.001 -5.517 0.111  0.209
51 H -0.229 -4.310 3.183  0.225
52 H -0.602 -5.813 2.258  0.201
53 H -2.539 -3.731 3.327  0.232
54 H -2.429 -5.380 3.894  0.220
55 H -3.125 -5.071 2.310  0.206
56 H -2.115 -2.997 -1.456  0.239
57 H -1.834 -1.110 -3.324  0.244
58 H -0.689 0.864 -2.770  0.230
59 H -0.186 -0.223 1.127  0.238

4.
A molecular structure, C17H28BErN8O2 in a non-equilibrium geometry, computed with ωB97M-V/def2-TZVPD.

## Properties
Spin multiplicity ... 4
LUMO level (alpha / beta) ... -5.8 / -5.8 eV
Orbital gap (alpha / beta) ... 8.529 / 8.582 eV
E_HOMO (alpha / beta) ... -0.5283 / -0.5284 Ha
E ... -62386.308 eV
Total charge ... +2
Molar mass ... 554.54 g/mol

Last column: natural (NBO) charge in e.
Element x y z (Å)
1 Er -0.913 0.338 0.103  2.055
2 C -0.386 4.208 1.148  -0.643
3 C 0.708 3.241 1.156  0.203
4 C 1.846 3.181 1.988  -0.327
5 C 2.437 1.937 1.643  0.250
6 C 3.772 1.460 2.079  -0.661
7 N 1.738 1.343 0.667  -0.325
8 N 0.626 2.143 0.380  -0.506
9 B 1.825 -0.122 -0.139  0.514
10 N 0.933 -0.063 -1.413  -0.464
11 N -0.105 -1.122 -1.479  -0.433
12 C -0.528 -1.111 -2.739  0.236
13 C -1.487 -2.132 -3.128  -0.665
14 C 0.074 -0.126 -3.533  -0.374
15 C 1.045 0.469 -2.691  0.310
16 C 2.119 1.388 -3.082  -0.695
17 N 1.408 -1.160 0.908  -0.357
18 N 0.068 -0.967 1.498  -0.574
19 C -0.117 -1.980 2.389  0.267
20 C -1.453 -2.270 3.006  -0.666
21 C 1.118 -2.624 2.572  -0.337
22 C 2.057 -2.047 1.678  0.306
23 C 3.459 -2.527 1.543  -0.676
24 H -0.674 4.268 2.202  0.250
25 H -1.260 3.889 0.504  0.188
26 H -0.153 5.216 0.796  0.262
27 H 2.093 3.882 2.729  0.251
28 H 4.178 2.058 2.900  0.254
29 H 4.516 1.648 1.296  0.251
30 H 3.776 0.406 2.354  0.226
31 H 3.007 -0.146 -0.557  0.020
32 H -1.651 -2.217 -4.226  0.264
33 H -2.440 -1.935 -2.599  0.219
34 H -1.183 -3.125 -2.608  0.272
35 H -0.197 0.110 -4.522  0.258
36 H 2.056 1.533 -4.175  0.260
37 H 3.145 0.885 -2.966  0.275
38 H 2.212 2.323 -2.462  0.265
39 H -1.321 -2.159 4.145  0.268
40 H -1.801 -3.368 2.904  0.270
41 H -2.161 -1.534 2.649  0.215
42 H 1.371 -3.395 3.292  0.254
43 H 3.566 -3.592 1.733  0.265
44 H 4.010 -2.104 2.405  0.256
45 H 3.978 -2.242 0.592  0.254
46 C -5.015 -1.861 -0.020  -0.272
47 O -4.821 -0.748 -1.005  -0.446
48 C -3.695 -0.080 -0.812  0.927
49 O -2.888 -0.481 0.094  -0.758
50 N -3.453 0.939 -1.684  -0.447
51 N -2.171 1.567 -1.680  -0.701
52 H -5.761 -2.537 -0.420  0.239
53 H -5.392 -1.502 0.966  0.223
54 H -4.015 -2.379 0.124  0.215
55 H -4.071 1.052 -2.513  0.447
56 H -2.323 2.572 -1.415  0.412
57 H -1.706 1.598 -2.575  0.426

5.
A molecular structure, C17H28BF2MnN4OS2 in a non-equilibrium geometry, computed with ωB97M-V/def2-TZVPD.

## Properties
ΔE to the lowest compared entry with this formula, charge and spin ... 60.8 kJ/mol
Spin multiplicity ... 2
LUMO level (alpha / beta) ... -2.6 / -2.6 eV
Orbital gap (alpha / beta) ... 8.466 / 8.266 eV
E_HOMO (alpha / beta) ... -0.4074 / -0.3995 Ha
E ... -85190.287 eV
Total charge ... +1
Molar mass ... 472.32 g/mol

Last column: natural (NBO) charge in e.
Element x y z (Å)
1 Mn 1.065 -1.122 1.351  0.574
2 C 3.534 -2.268 2.987  -0.238
3 C 2.699 -1.449 3.955  -0.231
4 N 1.280 -1.466 3.593  -0.636
5 C 0.489 -2.593 4.092  -0.237
6 C 0.689 -3.878 3.303  -0.535
7 S 0.605 -3.610 1.505  0.259
8 C 2.244 -4.162 0.929  -0.533
9 C 3.253 -3.051 0.661  -0.236
10 N 3.169 -1.927 1.608  -0.652
11 H 4.590 -2.073 3.184  0.220
12 H 3.380 -3.334 3.140  0.196
13 H 2.859 -1.805 4.977  0.205
14 H 3.025 -0.410 3.901  0.222
15 H 0.860 -0.618 3.951  0.400
16 H 0.708 -2.800 5.145  0.207
17 H -0.558 -2.296 4.024  0.223
18 H 1.636 -4.365 3.523  0.223
19 H -0.108 -4.575 3.553  0.253
20 H 2.596 -4.892 1.656  0.230
21 H 2.067 -4.696 -0.003  0.259
22 H 4.249 -3.510 0.659  0.205
23 H 3.081 -2.639 -0.331  0.223
24 H 3.791 -1.204 1.264  0.400
25 C -4.566 2.265 -1.118  -0.606
26 C -3.461 1.410 -1.730  -0.406
27 C -2.232 1.411 -0.838  -0.221
28 N -1.250 0.398 -1.266  -0.548
29 C 0.064 0.451 -1.198  0.409
30 S 0.978 -1.016 -1.047  -0.260
31 N 0.737 1.621 -1.274  -0.662
32 C 0.392 2.917 -1.779  0.687
33 O 0.940 3.867 -1.295  -0.502
34 C -0.529 2.987 -2.945  -0.218
35 C -1.331 4.116 -3.078  -0.157
36 C -2.174 4.238 -4.170  -0.209
37 C -2.193 3.246 -5.146  -0.176
38 C -1.362 2.140 -5.034  -0.229
39 C -0.535 2.003 -3.928  -0.123
40 H -5.458 2.256 -1.743  0.227
41 H -4.240 3.303 -1.013  0.210
42 H -4.844 1.897 -0.128  0.209
43 H -3.194 1.795 -2.716  0.220
44 H -3.814 0.383 -1.861  0.202
45 H -2.513 1.178 0.193  0.217
46 H -1.774 2.392 -0.835  0.216
47 H -1.603 -0.549 -1.269  0.424
48 H 1.665 1.587 -0.873  0.444
49 H -1.287 4.888 -2.319  0.239
50 H -2.803 5.112 -4.271  0.231
51 H -2.851 3.341 -6.000  0.229
52 H -1.347 1.388 -5.812  0.228
53 H 0.126 1.148 -3.854  0.212
54 F -0.129 1.995 1.965  -0.501
55 B 0.247 0.746 1.851  0.777
56 F -0.862 -0.172 1.904  -0.560